Record 1
31
Properties=species:S:1:pos:R:3:forces:R:3 method="wB97M-V/def2-TZVPD" homo_ev="-11.65 / -11.65" lumo_energy_ha="-0.1538 / -0.1541" gap_ev="7.5 / 7.5" total_charge=+1
C 3.009 1.173 -1.062 -0.918 -2.244 -1.228
C 2.669 -0.152 -0.885 1.521 2.358 0.655
C 1.998 2.165 -1.182 -3.140 -0.177 1.432
C 0.656 1.807 -0.977 2.115 1.800 -1.699
C 1.338 -0.617 -0.724 -0.438 -0.248 0.356
C 0.089 -2.534 0.268 2.676 1.627 -0.907
C -1.144 0.059 -1.556 0.215 2.533 0.434
C 0.291 0.410 -0.880 -1.839 0.344 0.182
C -0.916 0.096 -0.123 -0.523 -4.062 1.466
C 0.445 -3.943 0.418 -1.919 -0.914 1.888
C -0.609 1.307 1.955 2.813 -0.669 -1.925
C -2.804 1.325 0.627 -0.087 1.796 -1.557
N 1.178 -1.803 -0.324 0.466 -1.783 -0.063
N -0.842 -1.919 0.782 -2.485 3.829 -0.437
N -1.586 0.661 1.075 -0.329 -2.293 -0.524
H 4.020 1.396 -1.357 0.361 0.272 0.690
H 3.453 -0.759 -0.504 0.496 -1.057 -0.536
H 2.308 3.187 -1.169 -0.139 0.550 -0.502
H -0.211 2.496 -1.142 1.152 -0.308 0.389
H -1.675 0.791 -2.232 0.695 0.021 1.439
H -1.142 -0.799 -2.123 0.132 -2.584 -0.469
H 1.120 -4.117 -0.346 1.231 -0.974 -1.497
H -0.443 -4.577 0.455 0.026 -0.026 -0.663
H 0.887 -4.191 1.382 0.454 0.552 0.031
H -0.178 2.194 1.470 -0.680 0.112 0.382
H -0.960 1.422 2.933 -0.638 0.379 1.301
H 0.276 0.597 1.916 -1.059 0.630 0.579
H -3.418 0.514 0.164 0.414 1.277 -0.216
H -3.301 1.700 1.454 -1.197 0.355 1.945
H -2.589 2.344 0.070 -0.234 -2.568 0.306
H -1.919 -0.236 1.615 0.859 1.470 -1.255


Record 2
13
Properties=species:S:1:pos:R:3:forces:R:3 method="wB97M-V/def2-TZVPD" homo_ev=-7.56 lumo_energy_ha=0.0167 smiles=Oc1occ2c1CN2 gap_ev=8.0 total_charge=0
C -1.073 -0.348 0.041 -0.593 1.143 -0.586
C -0.220 1.696 0.074 1.618 0.796 -1.339
C 0.856 0.726 -0.093 -2.517 1.414 0.291
C 1.613 -1.215 0.136 0.103 1.855 1.056
C 0.250 -0.577 -0.116 0.495 1.149 1.021
H -1.585 -1.969 -0.014 -3.327 1.968 -0.513
H -0.445 2.833 -0.256 0.938 -3.112 1.217
H 3.203 0.754 0.207 -4.389 -2.606 -1.046
H 1.767 -1.513 1.197 -0.072 0.015 -0.792
H 1.938 -1.917 -0.574 0.594 -1.057 -0.705
N 2.188 0.192 -0.152 2.495 2.335 1.049
O -2.168 -1.069 -0.098 2.357 -5.379 0.856
O -1.426 0.917 0.129 2.298 1.479 -0.508


Energy relative to the best compared isomer or geometry (same formula, charge and spin) / kJ/mol: 704.5; 542.7